No. 1
DFT (ωB97M-V with the def2-TZVPD basis set) results for a structure of composition C30H30F2N2O4SY in a non-equilibrium geometry.

Geometry as XYZ:
```
70
Properties=species:S:1:pos:R:3:nbo_charge:R:1
Y -0.154 -0.573 -0.559 2.093
C -1.947 -3.773 -0.660 -0.643
C -0.510 -3.693 -0.202 0.004
C 0.500 -3.260 -1.072 -0.337
C 1.851 -3.313 -0.705 0.009
C 2.934 -2.883 -1.667 -0.639
C 2.174 -3.788 0.558 -0.229
C 1.190 -4.213 1.452 0.054
C 1.567 -4.779 2.796 -0.642
C -0.144 -4.148 1.061 -0.219
H -2.111 -3.216 -1.583 0.235
H -2.628 -3.392 0.098 0.237
H -2.212 -4.815 -0.851 0.242
H 0.240 -3.044 -2.101 0.246
H 2.596 -2.944 -2.701 0.228
H 3.818 -3.511 -1.563 0.242
H 3.262 -1.854 -1.483 0.211
H 3.218 -3.843 0.853 0.220
H 1.656 -5.865 2.731 0.242
H 0.810 -4.557 3.550 0.225
H 2.527 -4.390 3.140 0.221
H -0.919 -4.483 1.746 0.225
F -5.447 -0.233 1.276 -0.308
C -4.156 -0.436 1.571 0.432
C -3.227 -0.521 0.553 -0.292
C -1.886 -0.743 0.849 -0.556
C -1.491 -0.884 2.200 -0.137
C -2.468 -0.748 3.182 0.429
F -2.153 -0.800 4.493 -0.323
C -3.799 -0.535 2.897 -0.348
C -0.051 -1.118 2.530 0.244
C 0.397 -1.573 3.768 -0.244
C 1.755 -1.659 4.018 -0.121
C 2.663 -1.308 3.032 -0.258
C 2.155 -0.951 1.807 0.080
N 0.845 -0.869 1.546 -0.622
H -3.578 -0.424 -0.469 0.233
H -4.526 -0.440 3.692 0.257
H -0.309 -1.837 4.535 0.252
H 2.102 -1.992 4.990 0.235
H 3.732 -1.332 3.197 0.239
H 2.828 -0.703 0.991 0.205
C -1.633 7.922 -0.952 -0.641
C -0.982 6.565 -0.922 0.054
C 0.249 6.352 -1.546 -0.207
C 0.845 5.107 -1.547 -0.149
C 0.190 4.062 -0.902 -0.431
C -1.035 4.236 -0.260 -0.102
C -1.607 5.496 -0.281 -0.226
S 0.902 2.489 -0.989 2.345
O 0.221 1.653 0.012 -1.006
O 2.330 2.491 -0.953 -0.894
N 0.422 1.864 -2.417 -0.913
C 1.321 1.427 -3.513 -0.211
C 1.055 -0.056 -3.826 -0.510
C -0.435 -0.305 -3.655 0.799
O -1.220 0.066 -4.488 -0.577
O -0.763 -0.812 -2.469 -0.962
H -0.914 8.706 -1.183 0.229
H -2.104 8.153 0.002 0.233
H -2.412 7.948 -1.718 0.240
H 0.751 7.182 -2.030 0.231
H 1.809 4.950 -2.017 0.242
H -1.510 3.413 0.257 0.236
H -2.554 5.656 0.222 0.231
H -0.474 2.222 -2.728 0.441
H 2.350 1.595 -3.213 0.239
H 1.112 2.039 -4.386 0.226
H 1.630 -0.692 -3.148 0.200
H 1.352 -0.285 -4.848 0.258
```

Values from the calculation:
Net charge: +1
Gap between HOMO and LUMO: 8.61 eV

No. 2
DFT (ωB97M-V with the def2-TZVPD basis set) results for a structure of composition C30H30GeN4S2SiTc in a non-equilibrium geometry.

Geometry as XYZ:
```
69
Properties=species:S:1:pos:R:3:mulliken_charge:R:1
Tc -0.436 0.525 0.409 -0.049
N 1.543 -0.221 -2.735 -0.347
C 2.014 -0.437 -1.514 0.563
N 1.304 -0.267 -0.391 -0.140
C 2.072 -0.597 0.764 0.080
C 3.328 -0.959 0.483 -0.322
S 3.629 -0.944 -1.219 -0.078
C 1.409 -0.603 2.081 -0.351
C 1.857 -1.009 3.269 -0.214
S 0.586 -1.079 4.459 -0.058
C -0.564 -0.563 3.300 0.662
N 0.019 -0.284 2.099 -0.142
N -1.848 -0.411 3.531 -0.108
H 0.600 0.094 -2.893 0.130
H 2.125 -0.355 -3.548 0.247
H 4.106 -1.266 1.162 0.431
H 2.846 -1.347 3.534 0.468
H -2.241 -0.667 4.427 0.326
H -2.514 -0.265 2.775 -0.234
C -1.386 5.829 2.365 -0.610
Si -0.307 5.555 0.877 -0.117
C 1.471 5.991 1.115 -0.925
C -1.058 6.154 -0.709 -0.901
C -0.389 3.637 0.692 -0.177
C -0.464 2.400 0.588 0.475
H -1.444 6.910 2.522 0.374
H -0.970 5.386 3.269 0.362
H -2.399 5.460 2.208 -0.009
H 1.549 7.074 1.238 0.353
H 2.081 5.719 0.254 0.332
H 1.891 5.531 2.010 0.334
H -1.107 7.245 -0.662 0.363
H -2.074 5.783 -0.847 0.292
H -0.454 5.894 -1.577 0.352
C -2.050 0.287 0.083 0.464
Ge -4.186 0.266 -0.276 1.296
C -4.605 2.123 -0.128 0.508
C -4.366 2.838 1.049 0.191
C -4.773 4.158 1.148 -0.987
C -5.410 4.770 0.074 -0.659
C -5.633 4.071 -1.103 -0.749
C -5.228 2.748 -1.210 -0.613
C -4.409 -0.612 -1.960 0.495
C -5.717 -0.965 -2.302 -0.483
C -5.970 -1.582 -3.518 -0.749
C -4.925 -1.852 -4.390 -0.550
C -3.623 -1.508 -4.052 -0.534
C -3.364 -0.887 -2.840 -0.104
C -4.452 -0.805 1.312 -0.308
C -3.945 -2.111 1.331 0.015
C -4.146 -2.921 2.439 -0.773
C -4.858 -2.435 3.530 -0.548
C -5.370 -1.144 3.518 -0.780
C -5.165 -0.324 2.414 -0.036
H -3.886 2.363 1.899 0.409
H -4.616 4.708 2.067 0.615
H -5.742 5.796 0.160 0.453
H -6.133 4.551 -1.933 0.467
H -5.411 2.204 -2.129 0.388
H -6.545 -0.769 -1.629 0.435
H -6.983 -1.851 -3.783 0.436
H -5.126 -2.336 -5.336 0.424
H -2.814 -1.724 -4.736 0.409
H -2.344 -0.617 -2.587 0.146
H -3.431 -2.511 0.463 0.462
H -3.777 -3.938 2.442 0.481
H -5.038 -3.076 4.384 0.461
H -5.951 -0.782 4.357 0.467
H -5.589 0.673 2.404 0.486
```

Values from the calculation:
Net charge: +3
Gap between HOMO and LUMO: 4.46 eV

No. 3
DFT (ωB97M-V with the def2-TZVPD basis set) results for a structure of composition C30H30I2N5O4PbS.

Geometry as XYZ:
```
73
Properties=species:S:1:pos:R:3:mulliken_charge:R:1
Pb 0.324 0.107 0.257 1.325
C -2.533 -2.176 3.584 -0.688
O -3.414 -1.835 2.538 -0.398
C -3.112 -2.363 1.287 -0.135
C -4.158 -2.927 0.591 -0.426
C -3.984 -3.418 -0.700 -0.718
C -2.740 -3.344 -1.277 -0.790
C -1.662 -2.750 -0.614 0.418
C -0.365 -2.789 -1.226 -1.076
N 0.556 -1.917 -1.016 0.856
N 1.819 -2.230 -1.453 -1.021
C 2.788 -1.617 -0.824 0.264
O 2.713 -0.718 0.074 -0.778
C 4.148 -2.071 -1.232 0.473
C 4.405 -2.538 -2.516 -0.338
C 5.689 -2.896 -2.882 -0.657
C 6.725 -2.811 -1.964 -0.329
C 6.470 -2.376 -0.673 -0.586
C 5.189 -2.002 -0.312 -0.323
C -1.814 -2.216 0.706 1.425
O -0.853 -1.676 1.367 -1.016
H -2.863 -1.609 4.456 0.254
H -1.501 -1.916 3.336 0.132
H -2.596 -3.250 3.806 0.296
H -5.130 -2.962 1.064 0.422
H -4.820 -3.854 -1.227 0.362
H -2.584 -3.705 -2.285 0.436
H -0.124 -3.670 -1.828 0.367
H 3.584 -2.610 -3.212 0.429
H 5.886 -3.243 -3.889 0.363
H 7.731 -3.086 -2.255 0.371
H 7.274 -2.328 0.050 0.374
H 4.972 -1.651 0.687 0.409
C 1.491 1.762 -3.085 -0.855
C 0.144 1.039 -3.288 -1.144
N -0.700 1.146 -2.116 0.485
C -1.480 2.358 -1.972 -0.420
C -0.711 3.597 -1.527 -0.889
S 0.307 3.377 -0.017 0.025
C 2.007 3.656 -0.638 -0.748
C 2.798 2.413 -1.076 -0.828
N 1.997 1.444 -1.773 0.316
H 2.182 1.472 -3.895 0.438
H 1.350 2.842 -3.164 0.353
H -0.350 1.447 -4.186 0.402
H 0.346 -0.021 -3.453 0.381
H -1.341 0.365 -2.059 0.152
H -2.001 2.622 -2.910 0.426
H -2.230 2.137 -1.215 -0.281
H -0.054 3.975 -2.308 0.376
H -1.437 4.374 -1.283 0.623
H 1.935 4.396 -1.437 0.401
H 2.524 4.122 0.200 0.440
H 3.660 2.783 -1.669 0.322
H 3.191 1.900 -0.194 0.383
H 2.442 0.537 -1.752 -0.247
I -5.070 0.840 -0.488 -0.111
C -4.048 1.260 1.307 0.063
C -4.704 1.812 2.382 -0.351
C -3.994 2.092 3.526 -0.058
I -5.038 3.023 5.128 -0.055
C -2.628 1.805 3.631 1.199
C -1.846 2.017 4.784 -0.958
C -0.518 1.688 4.788 -0.981
C 0.047 1.169 3.619 -0.698
N -0.649 0.981 2.528 0.538
C -1.956 1.256 2.496 -0.187
C -2.671 0.983 1.266 -0.189
O -2.131 0.569 0.206 -0.451
H -5.761 2.033 2.320 0.374
H -2.309 2.434 5.668 0.149
H 0.092 1.835 5.667 0.412
H 1.094 0.908 3.570 0.494
```

Values from the calculation:
Net charge: -1
Gap between HOMO and LUMO: 6.42 eV